Computed, not measured: a structure of composition C14H14CoN2O2S2 in a non-equilibrium geometry, with ωB97M-V with the def2-TZVPD basis set.

```
35
Properties=species:S:1:pos:R:3
C 1.94 -3.27 -0.67
H 0.26 -1.44 1.60
N -1.58 0.02 -0.04
H 2.60 -2.87 1.38
C -0.74 4.19 1.97
C -0.27 3.27 1.02
H 3.06 0.12 0.41
C 0.66 -1.23 -3.09
C -2.64 2.74 2.47
C 1.87 -2.65 0.60
C -1.93 3.93 2.69
O -4.10 0.40 0.48
C -1.01 2.11 0.74
S 0.90 0.74 -0.90
C 0.65 -1.91 0.73
C -2.15 1.86 1.50
H 2.72 -3.97 -0.99
O -2.64 -0.65 2.21
H -2.31 4.66 3.42
S -2.81 0.27 1.11
H 0.66 3.42 0.50
H 0.42 -3.44 -2.31
N 1.98 0.26 0.39
H 2.66 -0.58 -3.23
Co 1.61 -1.35 -1.22
H 0.16 -2.08 -3.59
H -3.55 2.50 3.02
H -0.19 5.12 2.18
C 0.68 -3.05 -1.33
H -1.07 -1.75 -0.71
H 2.47 -2.45 -3.28
H 0.39 -0.24 -3.48
C -0.09 -2.13 -0.50
C 2.09 -1.48 -3.02
C -0.69 0.95 -0.08
```

Results
* LUMO (alpha / beta): 5.320 / 5.306 eV
* multiplicity: 4
* highest occupied orbital energy (alpha / beta): 0.89 / 0.57 eV
* charge: -2
* DFT total energy: -2980.722519 Eh
* <S²>: 3.865
* relative energy (zero: lowest compared OMol25 entry of this formula, charge and spin): 30.61 kcal per mole

Results of the Löwdin charge analysis, in e, for atoms 1 through 6: atom 1 (C): -0.229, atom 2 (H): 0.083, atom 3 (N): -0.136, atom 4 (H): 0.075, atom 5 (C): -0.129, atom 6 (C): -0.055

***

Computed, not measured: a structure of composition C14H14F5N5OS3TeZn in a non-equilibrium geometry, with ωB97M-V with the def2-TZVPD basis set.

```
44
Properties=species:S:1:pos:R:3
H -0.20 -1.00 -4.06
C 0.48 -0.54 -3.36
H 3.44 1.04 -5.28
C -0.69 -2.20 1.79
N -0.56 0.92 3.57
C -1.17 -3.49 2.02
C 0.29 -2.85 -0.17
O -0.19 2.59 -0.37
Te -1.92 2.84 -0.20
H 2.78 1.06 -0.80
H -0.91 -0.48 -1.74
C 2.15 0.61 -1.55
H 0.17 -4.91 -0.74
F -2.41 1.23 -1.10
N 0.00 -1.88 0.69
H 3.65 0.61 -3.07
H -2.42 2.69 4.82
H -1.74 -3.70 2.91
N -0.47 0.03 2.59
F -2.21 1.80 1.36
C 0.09 -0.25 -2.07
Zn 0.24 0.80 0.77
H -1.35 1.70 5.84
C -0.11 -4.17 -0.01
C -0.88 -4.49 1.10
N 3.23 0.13 -5.65
H 0.89 -2.57 -1.03
F -1.92 4.35 0.93
S 1.40 2.28 2.27
C -1.56 2.70 5.48
S -0.11 3.30 4.57
F -2.15 3.90 -1.74
S 1.74 -2.02 -5.83
H -1.71 3.39 6.31
C 2.28 -0.64 -5.10
H -1.30 -1.43 3.76
C 2.62 0.36 -2.83
C 0.17 2.00 3.44
N 0.92 0.29 -1.18
C 1.78 -0.25 -3.76
F -3.79 3.03 -0.09
C -0.88 -1.17 2.80
H -1.23 -5.50 1.26
H 3.56 -0.11 -6.56
```

Results
* LUMO: -1.114 eV
* multiplicity: 1
* highest occupied orbital energy: -8.24 eV
* DFT total energy: -4632.219402 Eh
* relative energy (zero: lowest compared OMol25 entry of this formula, charge and spin): 27.06 kcal per mole

Results of the Löwdin charge analysis, in e, for atoms 1 through 6: atom 1 (H): 0.103, atom 2 (C): -0.008, atom 3 (H): 0.108, atom 4 (C): -0.255, atom 5 (N): -0.089, atom 6 (C): -0.012

***

Computed, not measured: a structure of composition C14H14F6N3O11PS2TeV in a non-equilibrium geometry, with ωB97M-V with the def2-TZVPD basis set.

```
53
Properties=species:S:1:pos:R:3
F -1.51 -0.70 4.09
N 2.04 -0.74 -1.16
F -0.22 -6.03 1.45
H -0.10 3.65 2.27
Te 0.26 3.51 -2.70
C -1.42 3.78 0.58
H -3.43 0.23 -1.87
S -1.43 -4.00 2.55
O -2.48 -4.96 2.61
H 3.03 -0.42 -4.34
C 2.56 -1.94 -0.88
C -0.26 -4.70 1.28
C 3.22 -2.69 -1.83
F -0.36 0.67 2.87
O -2.42 2.03 -1.94
N -2.03 -2.66 1.92
O -0.50 0.52 -1.18
C 3.37 -2.15 -3.10
P -0.95 2.01 -1.33
H -0.57 5.30 1.81
C -0.60 -0.62 3.14
O 3.17 3.31 0.77
F 0.52 -1.19 3.53
H -1.56 4.38 -0.32
F 0.98 -4.23 1.44
N 4.56 -3.53 -4.96
O 3.62 1.28 2.78
O 2.24 0.03 1.50
C 4.04 -2.92 -4.13
H 2.43 -2.30 0.14
O -1.11 2.42 0.20
C 2.22 -0.20 -2.37
C -4.79 1.89 -1.65
V 0.89 0.15 0.18
O -0.60 -3.75 3.70
C 2.92 1.12 1.83
C 2.64 2.24 0.77
O -0.07 -1.61 0.72
O 1.72 1.80 -0.08
O -2.18 -0.36 1.10
H -4.94 2.03 -2.73
H 1.82 0.80 -2.53
S -1.29 -1.35 1.57
C -3.47 1.20 -1.39
C 2.89 -0.88 -3.37
C -0.30 4.32 1.42
F -0.67 -4.46 0.04
H 3.61 -3.67 -1.58
H -3.31 1.06 -0.32
H -5.61 1.30 -1.25
H -2.37 3.74 1.12
H -4.80 2.88 -1.18
H 0.61 4.41 0.83
```

Results
* LUMO (alpha / beta): 1.012 / 0.820 eV
* multiplicity: 3
* highest occupied orbital energy (alpha / beta): -4.92 / -4.93 eV
* charge: -1
* DFT total energy: -4483.061194 Eh
* <S²>: 2.011
* relative energy (zero: lowest compared OMol25 entry of this formula, charge and spin): 0.00 kcal per mole

Results of the Löwdin charge analysis, in e, for atoms 1 through 6: atom 1 (F): 0.161, atom 2 (N): -0.022, atom 3 (F): 0.134, atom 4 (H): 0.080, atom 5 (Te): 0.383, atom 6 (C): -0.287

***

Computed, not measured: a structure of composition C14H14IrN4O5, with ωB97M-V with the def2-TZVPD basis set.

```
38
Properties=species:S:1:pos:R:3
Ir 0.30 0.30 -1.30
H -2.00 -4.14 -1.36
C 1.58 0.02 1.31
C 3.03 0.94 -0.55
O 2.27 0.30 -1.43
C 1.24 2.35 0.80
O 0.30 2.27 -1.43
H -0.94 1.95 0.97
H 0.41 2.11 3.36
H 0.84 -0.81 3.16
H 1.97 -2.77 -1.39
H -2.77 1.97 -1.39
H 2.11 0.40 3.36
C 1.23 0.13 2.78
C 0.02 1.58 1.31
C 0.95 3.03 -0.55
C 0.12 -3.98 -1.34
C 0.90 -2.86 -1.35
H -4.14 -2.00 -1.36
N 0.08 -1.76 -1.36
C -2.87 0.90 -1.36
H -0.81 0.85 3.16
C -3.98 0.12 -1.34
C -2.20 -1.17 -1.35
C 0.13 1.23 2.78
C -1.17 -2.20 -1.35
O 0.23 0.23 0.70
N -1.77 0.08 -1.36
H -5.03 0.37 -1.35
H 3.15 1.50 1.49
N -3.54 -1.19 -1.34
H 0.37 -5.02 -1.35
N -1.19 -3.54 -1.33
H 1.51 3.15 1.49
H 1.95 -0.95 0.97
O 4.18 1.19 -0.74
O 1.20 4.18 -0.74
C 2.35 1.24 0.80
```

Results
* LUMO: -4.536 eV
* multiplicity: 1
* highest occupied orbital energy: -12.19 eV
* charge: +1
* DFT total energy: -1241.266452 Eh

Results of the Löwdin charge analysis, in e, for atoms 1 through 6: atom 1 (Ir): 1.538, atom 2 (H): 0.175, atom 3 (C): -0.197, atom 4 (C): -0.558, atom 5 (O): -0.183, atom 6 (C): -0.089

***

Computed, not measured: an isolated molecule of C14H14N2O2S3 in a non-equilibrium geometry, with ωB97M-V with the def2-TZVPD basis set.

```
35
Properties=species:S:1:pos:R:3
C 2.59 0.56 -2.02
C 0.84 -2.61 0.81
C -3.16 1.17 0.57
H -5.23 0.67 0.58
H 1.82 1.06 -2.61
H -0.44 -4.03 1.77
N 2.69 2.30 -0.22
C 3.34 1.62 -1.23
H 0.45 -3.00 2.89
H 3.30 2.94 0.28
O 2.09 -2.00 1.09
H 0.07 -1.84 0.70
C 1.41 2.19 0.26
C -2.98 -0.44 -1.67
C -4.20 -0.28 -1.04
C -0.59 2.37 1.59
C 2.61 -1.11 0.27
N 0.43 1.59 -0.31
S 1.68 -0.76 -1.17
S 4.03 -0.40 0.64
H -3.24 1.81 1.44
C -1.85 0.20 -1.19
C -0.72 1.66 0.43
H -1.32 2.57 2.35
H 0.91 -3.16 -0.14
C -4.28 0.53 0.09
H -5.08 -0.77 -1.41
H -0.90 0.07 -1.69
C -1.93 1.01 -0.06
O 4.44 1.97 -1.57
H 1.28 -4.31 2.05
H -2.91 -1.07 -2.55
H 3.32 0.09 -2.68
S 1.02 2.95 1.80
C 0.51 -3.55 1.95
```

Results
* structure (SMILES): CCOC(=S)SCC(=O)Nc1nc(-c2ccccc2)cs1
* LUMO: 0.344 eV
* multiplicity: 1
* highest occupied orbital energy: -8.20 eV
* DFT total energy: -1996.444760 Eh
* relative energy (zero: lowest compared OMol25 entry of this formula, charge and spin): 0.00 kcal per mole

Results of the Löwdin charge analysis, in e, for atoms 1 through 6: atom 1 (C): -0.345, atom 2 (C): -0.284, atom 3 (C): -0.031, atom 4 (H): 0.103, atom 5 (H): 0.093, atom 6 (H): 0.080

***

Computed, not measured: an isolated molecule of C14H14N2O3 in a non-equilibrium geometry, with ωB97M-V with the def2-TZVPD basis set.

```
33
Properties=species:S:1:pos:R:3
C -3.39 -1.03 0.01
C 3.80 0.09 -0.89
C -0.34 -1.46 1.27
C -3.12 1.34 -0.29
H 4.43 0.93 -1.15
N 0.64 -0.46 0.92
H -5.20 0.06 -2.63
O -1.98 0.34 1.48
H 0.11 -2.26 1.86
H 5.03 -1.39 -1.80
C 4.13 -1.19 -1.24
H -3.19 -1.95 0.54
H -2.19 -1.51 2.41
H -0.98 -0.38 3.04
C -2.82 0.17 0.41
C 3.27 -2.23 -0.89
C -3.97 1.30 -1.38
C -1.43 -0.78 2.12
H -2.67 2.26 0.04
C 2.63 0.37 -0.17
C -4.54 0.10 -1.78
H -4.19 2.21 -1.91
N 2.37 1.73 0.14
C -4.24 -1.06 -1.08
H -0.80 -1.89 0.37
O 3.17 2.57 -0.24
O 1.36 2.02 0.77
H 1.47 -2.81 0.08
H 3.52 -3.25 -1.17
H 0.39 0.51 1.10
H -4.68 -2.00 -1.38
C 1.75 -0.68 0.21
C 2.12 -1.99 -0.18
```

Results
* structure (SMILES): O=[N+]([O-])c1ccccc1NCCOc1ccccc1
* LUMO: -0.310 eV
* multiplicity: 1
* highest occupied orbital energy: -8.31 eV
* DFT total energy: -877.023324 Eh
* relative energy (zero: lowest compared OMol25 entry of this formula, charge and spin): 87.94 kcal per mole

Results of the Löwdin charge analysis, in e, for atoms 1 through 6: atom 1 (C): -0.033, atom 2 (C): -0.005, atom 3 (C): -0.162, atom 4 (C): -0.005, atom 5 (H): 0.118, atom 6 (N): 0.051